No. 1
{"formula": "C3H8OS", "method": "ωB97M-V with the def2-TZVPD basis set", "smiles": "C=CO.CS", "homo_ev": -9.21, "e_tot_ev": -16121.63256, "orbital_gap_ev": 9.96, "multiplicity": 1, "lumo_ha": 0.02764, "symbols": ["S", "O", "C", "C", "C", "H", "H", "H", "H", "H", "H", "H", "H"], "positions_angstrom": [[1.30, 0.01, 0.15], [-2.15, 0.46, -1.56], [2.46, -1.31, 0.21], [-2.25, 0.50, -0.18], [-1.88, 1.43, 0.70], [-2.51, -0.47, 0.26], [-1.80, 2.49, 0.43], [-1.81, 1.03, 1.70], [1.81, 0.67, -0.90], [1.90, -2.25, 0.08], [3.30, -1.31, -0.47], [2.88, -1.35, 1.21], [-1.25, 0.11, -1.63]], "nbo_charge": [-0.025, -0.713, -0.770, 0.142, -0.481, 0.142, 0.210, 0.212, 0.125, 0.219, 0.234, 0.220, 0.486]}

No. 2
{"formula": "C3H8OS", "method": "ωB97M-V with the def2-TZVPD basis set", "homo_ev": -9.03, "e_tot_ev": -16119.67581, "orbital_gap_ev": 8.92, "multiplicity": 1, "lumo_ha": -0.00427, "symbols": ["S", "O", "C", "C", "C", "H", "H", "H", "H", "H", "H", "H", "H"], "positions_angstrom": [[2.18, 0.60, -0.05], [-2.16, 0.80, 0.37], [-0.80, 0.58, 0.34], [1.00, -0.64, -0.59], [-0.38, -0.25, -0.70], [-0.66, 0.32, -1.75], [-1.00, -1.19, -0.79], [2.22, -0.05, 1.56], [1.29, -1.49, 0.24], [-0.02, 1.45, 0.24], [-0.37, 0.05, 1.41], [1.24, -1.37, -1.34], [-2.54, 1.17, 1.07]], "nbo_charge": [-0.027, -0.715, -0.046, -0.567, -0.456, 0.199, 0.224, 0.146, 0.227, 0.183, 0.112, 0.242, 0.479]}

No. 3
{"formula": "C3H8OS", "method": "ωB97M-V with the def2-TZVPD basis set", "homo_ev": [-8.41, -8.16], "e_tot_ev": -16114.95815, "orbital_gap_ev": [8.30, 7.91], "multiplicity": 1, "lumo_ha": [-0.00380, -0.00921], "symbols": ["S", "O", "C", "C", "C", "H", "H", "H", "H", "H", "H", "H", "H"], "positions_angstrom": [[-0.53, 0.26, -0.50], [0.48, 0.75, -1.43], [2.29, 0.85, 1.25], [-1.64, -1.07, -1.28], [0.22, -0.66, 0.82], [-1.33, -2.13, -0.95], [-0.40, -0.46, 1.69], [-1.93, -1.08, -2.33], [2.53, 0.92, 2.26], [-2.55, -0.88, -0.66], [1.56, 1.72, 1.05], [2.92, 0.40, 0.62], [-1.64, 1.37, -0.54]], "nbo_charge": [1.422, -0.934, -0.446, -0.816, -0.638, 0.259, 0.142, 0.252, 0.160, 0.219, 0.188, 0.175, 0.015]}

No. 4
{"formula": "C3H8OS2", "method": "ωB97M-V with the def2-TZVPD basis set", "smiles": "OCCCSS", "homo_ev": -8.94, "e_tot_ev": -26957.12366, "orbital_gap_ev": 8.98, "multiplicity": 1, "lumo_ha": 0.00168, "symbols": ["S", "S", "O", "C", "C", "C", "H", "H", "H", "H", "H", "H", "H", "H"], "positions_angstrom": [[2.41, -2.57, 0.16], [2.01, -1.12, -1.40], [-1.91, 1.94, 0.12], [0.32, -0.70, -0.87], [-1.14, 0.88, 0.59], [0.14, 0.59, -0.29], [-1.65, -0.10, 0.73], [1.09, 0.78, 0.35], [-2.73, 2.02, 0.65], [2.30, -1.83, 1.46], [-0.33, -0.96, -1.73], [0.19, 1.32, -1.23], [-0.75, 1.27, 1.60], [0.07, -1.52, -0.15]], "nbo_charge": [-0.189, 0.121, -0.718, -0.545, -0.053, -0.451, 0.160, 0.217, 0.476, 0.148, 0.224, 0.223, 0.159, 0.229]}

No. 5
{"formula": "C3H8OS2", "method": "ωB97M-V with the def2-TZVPD basis set", "smiles": "OC[C@@H](S)CS", "homo_ev": -9.03, "e_tot_ev": -26955.56315, "orbital_gap_ev": 9.60, "multiplicity": 1, "lumo_ha": 0.02101, "symbols": ["S", "S", "O", "C", "C", "C", "H", "H", "H", "H", "H", "H", "H", "H"], "positions_angstrom": [[-1.35, -1.50, 1.08], [-1.54, 2.13, 0.89], [1.32, -0.03, -1.68], [-0.08, 1.27, 0.34], [-0.49, -0.12, -0.16], [0.60, -0.86, -0.67], [1.90, -0.42, -2.16], [0.38, -1.90, -1.12], [0.77, 1.75, -0.18], [0.67, 0.96, 1.37], [1.48, -0.95, -0.15], [-0.34, -1.57, 1.77], [-1.20, 0.09, -0.94], [-2.13, 1.17, 1.60]], "nbo_charge": [-0.063, -0.013, -0.761, -0.578, -0.258, -0.125, 0.459, 0.197, 0.298, 0.182, 0.198, 0.092, 0.232, 0.140]}

No. 6
{"formula": "C3H8OS2", "method": "ωB97M-V with the def2-TZVPD basis set", "smiles": "CSSO.C=C", "homo_ev": -9.13, "e_tot_ev": -26956.57774, "orbital_gap_ev": 9.84, "multiplicity": 1, "lumo_ha": 0.02606, "symbols": ["S", "S", "O", "C", "C", "C", "H", "H", "H", "H", "H", "H", "H", "H"], "positions_angstrom": [[0.75, 0.62, -0.88], [2.05, -0.81, -0.05], [-0.05, 1.44, 0.31], [-2.12, -0.90, -0.52], [3.65, 0.02, 0.08], [-3.16, -0.18, -0.15], [3.78, 0.95, -0.46], [4.53, -0.57, -0.16], [-1.66, -0.89, -1.42], [3.81, 0.42, 1.16], [-3.47, 0.60, -0.90], [-1.76, -1.55, 0.13], [-3.60, -0.22, 0.75], [-0.71, 0.82, 0.58]], "nbo_charge": [0.382, 0.069, -0.839, -0.384, -0.787, -0.372, 0.240, 0.233, 0.199, 0.219, 0.190, 0.175, 0.188, 0.488]}

No. 7
{"formula": "C3H8OS2", "method": "ωB97M-V with the def2-TZVPD basis set", "homo_ev": [-10.79, -10.79], "e_tot_ev": -26946.54994, "orbital_gap_ev": [4.13, 1.65], "multiplicity": 2, "charge": 1, "lumo_ha": [-0.24478, -0.33603], "symbols": ["S", "S", "O", "C", "C", "C", "H", "H", "H", "H", "H", "H", "H", "H"], "positions_angstrom": [[-0.02, -1.37, 2.46], [2.24, -1.74, 2.57], [-2.01, -0.57, -3.02], [-1.23, 0.53, -3.18], [-1.70, 1.71, -3.71], [2.46, -0.38, 3.78], [-0.16, 0.37, -3.41], [-2.66, 1.90, -3.21], [-2.87, -0.49, -3.30], [-1.26, 2.49, -4.29], [3.02, 0.51, 3.38], [3.01, -0.59, 4.78], [1.39, 0.07, 3.89], [-0.19, -2.45, 3.26]], "nbo_charge": [0.047, 0.716, -0.685, 0.140, -0.518, -0.865, 0.167, 0.183, 0.487, 0.226, 0.308, 0.325, 0.289, 0.180]}

No. 8
{"formula": "C3H8OSn", "method": "ωB97M-V with the def2-TZVPD basis set", "homo_ev": -18.38, "e_tot_ev": -11097.48213, "orbital_gap_ev": 5.22, "multiplicity": 1, "charge": 2, "lumo_ha": -0.48330, "symbols": ["Sn", "O", "C", "C", "C", "H", "H", "H", "H", "H", "H", "H", "H"], "positions_angstrom": [[-31.08, -14.82, 12.56], [-31.71, -15.22, 15.47], [-30.06, -14.65, 17.03], [-31.35, -14.19, 16.35], [-32.53, -13.82, 17.21], [-32.23, -13.07, 17.94], [-32.85, -14.68, 17.80], [-32.38, -15.72, 15.93], [-33.34, -13.53, 16.55], [-30.15, -15.67, 17.38], [-31.09, -13.21, 15.94], [-29.77, -14.13, 17.95], [-29.32, -14.58, 16.23]], "nbo_charge": [1.884, -0.798, -0.629, 0.066, -0.642, 0.269, 0.224, 0.531, 0.222, 0.232, 0.182, 0.267, 0.194]}

No. 9
{"formula": "C3H8P2", "method": "ωB97M-V with the def2-TZVPD basis set", "smiles": "C=P#P(C)C", "homo_ev": -8.53, "e_tot_ev": -21816.13815, "orbital_gap_ev": 8.73, "multiplicity": 1, "lumo_ha": 0.00739, "symbols": ["P", "P", "C", "C", "C", "H", "H", "H", "H", "H", "H", "H", "H"], "positions_angstrom": [[0.35, -0.02, 0.81], [-1.38, -0.19, -0.54], [-2.61, 0.34, 0.43], [1.22, 1.35, -0.35], [1.00, -1.51, 0.08], [1.64, 0.72, -1.16], [0.90, -2.34, 0.68], [2.02, -1.34, -0.02], [0.47, -1.62, -0.87], [2.21, 1.81, -0.01], [0.46, 2.10, -0.55], [-2.72, 0.58, 1.52], [-3.57, 0.12, -0.02]], "nbo_charge": [0.467, 0.411, -0.834, -0.898, -0.951, 0.217, 0.237, 0.231, 0.220, 0.232, 0.229, 0.231, 0.207]}

No. 10
{"formula": "C3H8S", "method": "ωB97M-V with the def2-TZVPD basis set", "homo_ev": [-8.28, -8.28], "e_tot_ev": -14072.10020, "orbital_gap_ev": [6.59, 6.59], "multiplicity": 1, "lumo_ha": [-0.06190, -0.06184], "symbols": ["S", "C", "C", "C", "H", "H", "H", "H", "H", "H", "H", "H"], "positions_angstrom": [[1.49, 0.74, 2.51], [-0.63, 0.79, -1.31], [0.17, -0.42, -0.65], [-0.30, -0.81, 0.67], [1.79, -0.56, 2.97], [-0.24, 1.87, -0.99], [-0.14, -1.33, -1.29], [-1.66, 0.97, -1.05], [-0.60, 0.80, -2.43], [-1.23, -0.34, 0.97], [0.06, -1.45, 1.41], [1.30, -0.26, -0.82]], "nbo_charge": [-0.511, -0.623, -0.529, -0.057, 0.115, 0.225, 0.253, 0.216, 0.221, 0.197, 0.218, 0.276]}

No. 11
{"formula": "C3H8S", "method": "ωB97M-V with the def2-TZVPD basis set", "smiles": "C=C.CS", "homo_ev": -9.04, "e_tot_ev": -14073.91669, "orbital_gap_ev": 10.02, "multiplicity": 1, "lumo_ha": 0.03603, "symbols": ["S", "C", "C", "C", "H", "H", "H", "H", "H", "H", "H", "H"], "positions_angstrom": [[0.15, -1.46, -0.01], [1.85, -0.73, 0.11], [-0.87, 2.17, 0.45], [-1.50, 1.53, -0.58], [-0.24, 1.66, 1.16], [-0.32, -0.29, 0.38], [1.93, 0.23, -0.36], [2.57, -1.40, -0.35], [-0.97, 0.84, -1.21], [-1.16, 3.21, 0.56], [2.11, -0.62, 1.17], [-2.40, 2.05, -0.90]], "nbo_charge": [-0.050, -0.711, -0.394, -0.408, 0.192, 0.115, 0.214, 0.221, 0.215, 0.200, 0.211, 0.195]}

No. 12
{"formula": "C3H8S2", "method": "ωB97M-V with the def2-TZVPD basis set", "homo_ev": -8.66, "e_tot_ev": -24903.06414, "orbital_gap_ev": 8.68, "multiplicity": 1, "lumo_ha": 0.00053, "symbols": ["S", "S", "C", "C", "C", "H", "H", "H", "H", "H", "H", "H", "H"], "positions_angstrom": [[-0.96, -2.53, 0.19], [-0.98, 0.98, 0.18], [0.34, -0.09, -0.52], [-0.13, -1.27, -1.23], [0.29, 1.74, 1.12], [0.92, -1.55, -1.68], [-1.89, -1.37, 0.47], [-1.07, -1.09, -1.97], [-0.23, 1.86, 2.85], [0.39, 2.70, 0.36], [1.09, -0.79, 0.15], [0.80, 0.68, -1.17], [1.43, 0.72, 1.27]], "nbo_charge": [-0.171, 0.193, -0.584, -0.453, -0.786, 0.240, 0.161, 0.229, 0.179, 0.248, 0.248, 0.232, 0.263]}

No. 13
{"formula": "C3H8Se", "method": "ωB97M-V with the def2-TZVPD basis set", "homo_ev": [-6.93, -9.72], "e_tot_ev": -68581.60467, "orbital_gap_ev": [7.76, 8.79], "multiplicity": 3, "lumo_ha": [0.03080, -0.03420], "symbols": ["Se", "C", "C", "C", "H", "H", "H", "H", "H", "H", "H", "H"], "positions_angstrom": [[-1.91, 0.81, 0.48], [-0.74, -1.74, 0.50], [-1.41, -0.70, -0.33], [1.64, 1.25, -0.35], [2.14, 0.94, -1.33], [1.07, 0.32, -0.09], [2.28, 1.66, 0.36], [0.88, 2.10, -0.59], [-2.37, 1.36, -0.66], [0.19, -1.33, 0.49], [-1.05, -1.97, 1.61], [-0.71, -2.70, -0.11]], "nbo_charge": [0.157, -0.762, -0.138, -0.848, 0.213, 0.204, 0.212, 0.213, 0.072, 0.213, 0.229, 0.236]}

No. 14
{"formula": "C3H8Si", "method": "ωB97M-V with the def2-TZVPD basis set", "homo_ev": [-5.06, -10.23], "e_tot_ev": -11110.20935, "orbital_gap_ev": [6.11, 7.96], "multiplicity": 3, "lumo_ha": [0.03873, -0.08369], "symbols": ["Si", "C", "C", "C", "H", "H", "H", "H", "H", "H", "H", "H"], "positions_angstrom": [[0.71, -0.11, -1.68], [-0.12, 0.27, 1.00], [-0.06, -0.77, -0.05], [-1.08, 0.65, 1.80], [-1.05, -1.19, -0.21], [1.32, 1.00, 0.87], [-2.02, 0.11, 1.77], [1.54, -1.16, -2.27], [-0.35, 0.26, -2.63], [-1.01, 1.45, 2.52], [1.54, 1.06, -1.41], [0.58, -1.57, 0.31]], "nbo_charge": [0.899, -0.012, -0.917, -0.396, 0.233, 0.078, 0.172, -0.175, -0.166, 0.192, -0.161, 0.252]}

No. 15
{"formula": "C3H9BO2S", "method": "ωB97M-V with the def2-TZVPD basis set", "homo_ev": -7.50, "e_tot_ev": -18862.62513, "orbital_gap_ev": 7.85, "multiplicity": 1, "lumo_ha": 0.01277, "symbols": ["S", "O", "O", "C", "C", "C", "B", "H", "H", "H", "H", "H", "H", "H", "H", "H"], "positions_angstrom": [[-2.32, 1.40, -0.81], [1.01, -0.82, -0.61], [2.83, 0.99, -0.98], [-2.20, -1.16, 0.49], [1.36, 0.65, 1.13], [-2.08, -0.24, -0.66], [1.77, 0.35, -0.31], [1.29, 1.79, 1.37], [-1.28, -1.79, 0.62], [-2.27, -0.73, 1.49], [0.51, 0.05, 1.44], [2.18, 0.39, 1.85], [-3.13, -1.77, 0.28], [0.99, -1.31, -1.42], [-1.83, 1.48, -2.03], [3.18, 0.71, -1.82]], "nbo_charge": [0.193, -0.918, -0.907, -0.753, -1.024, -0.248, 1.133, 0.235, 0.259, 0.180, 0.238, 0.249, 0.261, 0.495, 0.106, 0.500]}

No. 16
{"formula": "C3H9BS3", "method": "ωB97M-V with the def2-TZVPD basis set", "homo_ev": [-8.31, -7.00], "e_tot_ev": -36435.98484, "orbital_gap_ev": [8.01, 5.76], "multiplicity": 1, "lumo_ha": [-0.01088, -0.04563], "symbols": ["S", "S", "S", "C", "C", "C", "B", "H", "H", "H", "H", "H", "H", "H", "H", "H"], "positions_angstrom": [[0.28, -2.72, -3.02], [-2.25, -0.82, -1.75], [-0.45, -1.91, 1.52], [-0.99, -0.24, 1.59], [0.21, 0.74, 1.50], [0.99, 0.61, 0.15], [-0.81, -1.88, -2.00], [-0.12, -2.28, -4.18], [0.41, 0.76, -0.82], [-1.64, -0.04, 0.77], [1.39, -0.41, -0.02], [-0.32, 1.59, 1.49], [1.65, 1.52, 0.08], [-1.47, 0.26, -2.02], [-1.49, -0.22, 2.58], [0.94, 0.65, 2.31]], "nbo_charge": [-0.084, -0.204, -0.012, -0.590, -0.403, -0.630, 0.150, 0.113, 0.178, 0.220, 0.233, 0.193, 0.218, 0.173, 0.236, 0.209]}

No. 17
{"formula": "C3H9BrN3", "method": "ωB97M-V with the def2-TZVPD basis set", "smiles": "C[C@@H](Br)/[N+](N)=C/N", "homo_ev": -14.37, "e_tot_ev": -77762.32470, "orbital_gap_ev": 10.18, "multiplicity": 1, "charge": 1, "lumo_ha": -0.15390, "symbols": ["Br", "N", "N", "N", "C", "C", "C", "H", "H", "H", "H", "H", "H", "H", "H", "H"], "positions_angstrom": [[0.40, -0.23, -2.78], [1.00, 1.23, 0.09], [1.36, -0.69, 2.11], [0.44, -0.06, 0.05], [-0.49, -0.40, -0.98], [0.59, -0.95, 1.03], [-1.74, 0.46, -0.96], [-2.42, 0.18, -0.19], [-2.14, 0.21, -1.89], [-0.09, -1.78, 1.20], [0.25, 1.83, -0.21], [-0.78, -1.39, -0.84], [1.74, 1.38, -0.59], [1.49, -1.43, 2.76], [1.88, 0.15, 2.21], [-1.46, 1.50, -1.02]], "nbo_charge": [0.026, -0.632, -0.699, -0.222, -0.036, 0.389, -0.643, 0.239, 0.253, 0.247, 0.381, 0.220, 0.399, 0.427, 0.438, 0.213]}